Entry 1:
8
Properties=species:S:1:pos:R:3:forces:R:3 method="wB97M-V/def2-TZVPD" smiles=CC#CC#N orbital_gap_ev=10.543 charge=0 homo_ev=-10.61
C -1.5915 0.1504 0.0490 1.16 -1.86 -6.60
C -0.0664 -0.4856 -0.0935 0.71 3.51 0.65
C 1.1605 -0.3026 0.0235 -1.30 -0.91 0.05
C 2.5878 -0.1617 0.1170 -0.77 0.51 -1.29
N 3.6966 0.1410 -0.0735 -1.39 -0.67 0.73
H -1.7512 1.2659 -0.4183 0.95 -2.97 1.40
H -2.2877 -0.6335 -0.6485 1.70 2.37 2.27
H -1.7481 0.0261 1.0444 -1.05 0.02 2.78

Entry 2:
67
Properties=species:S:1:pos:R:3:forces:R:3 method="wB97M-V/def2-TZVPD" orbital_gap_ev=4.813 charge=-1 homo_ev=-2.79
Pd -0.4049 0.4652 -0.8366 0.45 0.20 -0.31
O -0.4153 -2.2319 -0.3815 0.11 -0.27 0.28
S -1.0388 -2.3604 -1.6933 0.10 0.04 0.25
O -1.7777 -3.5955 -1.8605 -0.13 0.05 -0.22
O -1.7579 -1.1480 -2.0968 -0.03 0.04 0.00
C 0.2967 -2.4276 -2.8951 -0.03 -0.02 -0.01
C 0.0729 -3.2590 -3.9892 0.02 -0.11 -0.05
C 0.9815 -3.3318 -5.0288 0.02 -0.01 -0.03
C 2.1386 -2.5658 -4.9838 -0.05 0.00 0.06
C 2.3612 -1.7461 -3.8923 0.02 0.00 -0.03
C 1.4542 -1.6508 -2.8329 0.15 0.10 -0.02
P 1.8831 -0.4973 -1.4316 -0.47 -0.05 0.03
C 2.3785 0.9972 -2.3597 0.05 0.08 -0.06
C 1.6729 1.4013 -3.4944 0.00 -0.09 -0.03
C 1.9320 2.6218 -4.0985 -0.01 -0.02 0.02
C 2.8932 3.4738 -3.5720 0.01 -0.01 0.01
C 3.5844 3.0945 -2.4296 0.02 0.09 -0.07
C 3.3251 1.8726 -1.8299 -0.04 -0.01 0.10
C 3.5408 -1.2805 -1.0659 -0.07 -0.02 0.00
C 3.4812 -2.3501 -0.1710 -0.08 -0.03 0.05
C 4.6189 -3.0576 0.1836 0.01 -0.01 0.01
C 5.8536 -2.6930 -0.3349 0.05 -0.01 -0.01
C 5.9331 -1.6249 -1.2167 0.01 -0.01 0.02
C 4.7873 -0.9309 -1.5813 -0.03 0.07 -0.05
H -0.8289 -3.8554 -3.9983 -0.01 0.01 0.02
H 0.7877 -3.9864 -5.8703 0.00 0.00 0.00
H 2.8638 -2.6073 -5.7873 0.00 -0.01 -0.01
H 3.2647 -1.1511 -3.8611 0.04 0.02 0.01
H 0.9039 0.7534 -3.8990 0.01 0.02 0.00
H 1.3686 2.9119 -4.9771 0.00 0.01 0.00
H 3.0907 4.4295 -4.0419 0.01 0.01 0.01
H 4.3232 3.7570 -1.9947 0.00 0.01 0.00
H 3.8523 1.6098 -0.9201 -0.01 -0.01 0.00
H 2.5174 -2.6353 0.2407 -0.02 0.00 -0.02
H 4.5416 -3.8915 0.8708 0.00 0.00 0.00
H 6.7467 -3.2379 -0.0537 0.00 0.01 0.00
H 6.8905 -1.3306 -1.6308 0.01 -0.01 0.00
H 4.8698 -0.1069 -2.2792 0.01 -0.01 -0.01
N -0.4489 2.1928 2.9144 0.02 0.07 -0.02
C 0.1770 1.6112 1.8516 -0.01 -0.17 0.01
N 0.6592 0.3694 2.0521 -0.03 0.11 0.23
S 0.3772 2.4344 0.4036 -0.18 0.14 -0.08
H -0.9139 1.5962 3.5812 0.02 0.00 0.00
H -0.9338 3.0423 2.6758 -0.01 0.00 0.03
H 0.3791 -0.1572 2.8626 -0.02 0.00 0.01
H 0.8515 -0.1502 1.2022 0.07 -0.14 -0.17
S -4.9397 2.5086 3.9325 0.04 0.03 0.13
C -4.1134 1.7000 2.5817 -0.02 0.05 -0.19
C -3.5356 0.4465 2.7410 -0.05 0.05 0.03
C -2.8915 -0.1201 1.6511 0.06 -0.12 -0.07
N -2.7849 0.4810 0.4689 -0.01 -0.01 -0.04
C -3.3295 1.6826 0.3265 0.06 0.04 0.11
C -4.0090 2.3338 1.3497 0.05 0.00 0.08
C -6.4083 1.5196 4.0464 -0.04 -0.07 0.02
C -7.2224 1.2800 2.9461 0.07 -0.03 0.01
C -8.3662 0.5212 3.1240 0.00 0.01 -0.04
N -8.7515 0.0188 4.2958 -0.06 -0.04 0.01
C -7.9692 0.2615 5.3410 0.03 0.01 0.04
C -6.7914 0.9916 5.2720 -0.02 0.09 -0.03
H -3.5972 -0.0793 3.6855 -0.01 0.00 0.01
H -2.4322 -1.1021 1.7158 -0.01 0.00 -0.01
H -3.1987 2.1513 -0.6424 -0.01 -0.02 0.00
H -4.4371 3.3150 1.1934 -0.03 0.00 0.00
H -6.9650 1.6657 1.9688 0.01 0.00 0.00
H -9.0108 0.3130 2.2770 0.00 -0.01 0.01
H -8.2873 -0.1572 6.2901 -0.02 -0.01 -0.01
H -6.1842 1.1442 6.1539 0.01 -0.01 0.00

Entry 3:
71
Properties=species:S:1:pos:R:3:forces:R:3 method="wB97M-V/def2-TZVPD" multiplicity=6 orbital_gap_ev="8.415 / 8.910" s2=8.753 charge=0 homo_ev="-7.89 / -8.39"
Mn -1.0381 0.4914 0.3433 -0.61 -0.47 0.20
C -2.1188 0.3235 2.9897 2.67 0.85 -0.75
O -1.6746 -0.8131 2.1956 -0.10 -0.66 0.47
O -1.6988 1.3813 2.2668 -1.43 -0.22 -0.20
C -3.6032 0.1294 3.3659 -0.01 0.51 -0.10
F -3.6844 -0.6373 4.4877 -0.19 0.04 -0.46
F -4.2167 1.2951 3.6606 0.21 -0.44 -0.21
F -4.3054 -0.4742 2.3858 -0.07 0.12 0.45
C -1.4443 -2.0338 2.8778 0.10 -0.88 -0.31
C -0.9918 -3.0543 1.8644 -0.22 -1.07 -0.80
H -1.6494 -3.0645 0.9892 0.06 0.27 0.00
H 0.0349 -2.9698 1.5030 -0.03 0.54 0.10
H -1.0539 -4.0854 2.2298 -0.07 0.20 0.42
H -2.3718 -2.3787 3.3405 0.01 0.03 0.06
H -0.6622 -2.0104 3.6459 -0.14 0.74 0.11
H -1.5210 0.2824 3.9136 -0.46 -0.25 0.50
C 0.0633 -1.7963 -2.0437 -0.33 -0.02 0.92
O 1.4732 -1.9531 -1.9191 0.08 -0.34 0.01
O -0.4053 -0.9190 -1.1632 -0.22 0.94 -0.03
C -0.2030 -1.4186 -3.5185 -0.16 0.56 0.39
F 0.4241 -0.2822 -3.8905 -0.01 -0.10 0.11
F 0.1764 -2.3646 -4.3885 -0.02 -0.20 0.01
F -1.5266 -1.2059 -3.6978 0.05 -0.22 -0.27
C 1.9546 -3.2817 -1.9505 0.29 -0.20 0.11
C 3.3680 -3.2785 -1.4095 0.31 -0.25 -0.98
H 3.3241 -3.0511 -0.3474 0.38 -0.01 0.02
H 3.8354 -4.2448 -1.6211 -0.21 -0.18 0.52
H 4.0207 -2.5997 -1.9643 -0.23 0.41 0.28
H 1.8790 -3.6937 -2.9609 0.16 0.00 -0.03
H 1.4089 -3.9621 -1.2819 -0.51 0.28 -0.11
H -0.4141 -2.7744 -1.8669 0.06 -0.39 -0.42
C -3.5015 -1.0515 -1.0827 -0.52 -0.77 0.42
O -3.1164 0.0471 -0.2451 -0.50 -0.07 -1.02
H -4.5179 -1.3503 -0.8053 0.05 -0.01 -0.03
H -3.4880 -0.8651 -2.1574 0.28 0.38 0.11
H -2.8449 -1.8885 -0.8637 0.15 0.14 -0.03
H -3.8096 0.7039 -0.3735 0.27 0.26 0.40
C -1.5442 1.8434 -2.9999 0.22 -0.02 0.18
C -0.4668 2.2800 -2.0006 -0.93 1.10 -0.20
C 0.1167 3.6123 -2.4953 -0.51 -0.55 -1.08
O 0.6733 4.3646 -1.4533 0.06 -0.04 -0.05
C 0.9587 5.6925 -1.8427 0.02 0.16 0.00
N -1.1544 2.4967 -0.6857 0.65 0.27 -0.85
H -1.9177 0.8622 -2.7164 0.14 -0.09 -0.27
H -1.1430 1.8531 -4.0137 -0.03 -0.35 0.02
H -2.4030 2.5226 -3.0058 0.14 0.21 0.18
H 0.2938 1.5024 -1.9361 0.02 0.03 0.25
H -0.6562 4.2011 -3.0139 -0.38 0.05 0.49
H 0.7561 3.3676 -3.3593 0.76 0.17 0.49
H 1.9044 5.7082 -2.3869 0.03 0.26 -0.04
H 0.9956 6.3336 -0.9636 0.31 -0.24 0.17
H 0.1662 6.1246 -2.4634 -0.02 -0.26 -0.18
H -0.5938 3.1909 -0.1871 -0.05 -0.28 0.22
H -1.9712 3.0358 -0.9673 -0.30 -0.25 0.49
C 3.0350 0.0341 -0.1660 0.10 -0.69 0.44
C 2.0406 -0.1931 0.9698 -0.13 -0.48 -0.21
C 2.6799 -0.2261 2.3613 0.21 0.53 -0.77
O 1.6809 -0.4823 3.3113 0.01 0.38 0.15
C 2.1773 -0.4374 4.6400 -0.55 -0.18 -0.17
N 0.9686 0.8716 0.9380 2.48 0.26 1.26
H 2.5323 -0.2295 -1.0955 0.09 0.51 -0.09
H 3.8627 -0.6779 -0.0870 -0.04 0.03 0.09
H 3.4870 1.0277 -0.1455 -0.23 0.15 -0.12
H 1.5423 -1.1507 0.7909 0.00 0.05 0.01
H 3.1319 0.7682 2.5143 -0.02 0.06 0.27
H 3.5124 -0.9348 2.4332 -0.14 -0.28 -0.15
H 1.3165 -0.3662 5.3019 -0.05 -0.21 0.01
H 2.7866 0.4461 4.8395 0.25 -0.03 -0.21
H 2.7169 -1.3673 4.8202 0.27 0.10 0.34
H 1.5061 1.6831 0.6172 -0.55 0.08 -0.37
H 0.9075 1.0916 1.9397 -0.97 0.05 -0.16

Values for calculated total energy, eV, ordered as above
-5682.646; -87874.441; -83183.969
Values for ΔE to the lowest compared entry with this formula, charge and spin, eV, ordered as above
1.861; 1.436; 0.804